No. 1
24
Properties=species:S:1:pos:R:3 method="wB97M-V/def2-TZVPD" total_energy_ev=-15563.0526
C -0.14056 1.18048 0.85352
C 2.02995 -0.14992 0.25635
C -0.76472 1.93201 -0.37046
C -0.77441 1.13929 -1.67966
C 1.89661 -0.21213 1.72776
C -1.44402 -0.10613 -1.36159
C 1.48983 -1.33318 2.72150
C -1.26318 -1.23745 -2.36004
N -1.89470 -0.22403 -0.17920
N 0.91471 0.32152 0.72750
O -0.53710 1.39008 1.95986
O 2.57947 -0.36684 -0.78026
H -1.79261 2.11816 -0.10801
H -0.29098 3.02343 -0.43759
H -1.25284 1.70643 -2.50359
H 0.15029 0.93233 -2.00386
H 2.41123 0.54839 2.28964
H 0.90392 -0.92919 3.46723
H 2.34693 -1.77733 3.34836
H 1.11783 -2.23020 2.13832
H -0.33418 -1.77395 -2.13629
H -1.27223 -0.74727 -3.33721
H -2.08653 -1.92215 -2.26697
H -1.99269 -1.28235 0.03469

***

No. 2
132
Properties=species:S:1:pos:R:3 method="wB97M-V/def2-TZVPD" total_energy_ev=-116170.2769 charge=+1 spin_multiplicity=4 s_squared=3.755
Co -11.18180 -29.74208 -19.01226
B -9.35290 -28.31186 -16.39545
F -10.04969 -27.27241 -15.76538
F -7.95430 -28.12014 -16.32091
F -9.69501 -29.58911 -15.83305
F -9.74085 -28.36314 -17.79162
C -7.32322 -25.41429 -15.22079
O -6.65561 -24.17725 -15.08089
C -6.53501 -23.77317 -13.75678
C -5.73177 -22.49782 -13.67172
N -4.40828 -22.75958 -13.12543
C -3.57017 -21.59648 -13.11749
C -2.18806 -21.88139 -12.61254
O -1.50038 -22.61394 -13.58862
C -0.18029 -22.81098 -13.21600
H -8.30663 -25.38449 -14.71993
H -6.84032 -26.30604 -14.77841
H -7.40882 -25.61737 -16.28566
H -6.15945 -24.52943 -13.06156
H -7.55664 -23.54090 -13.39604
H -6.27676 -21.78545 -13.03535
H -5.70754 -21.96702 -14.64152
H -3.98405 -23.50690 -13.66748
H -4.06006 -20.84427 -12.48900
H -3.53912 -21.14224 -14.12388
H -2.18792 -22.39537 -11.64484
H -1.67577 -20.91021 -12.49987
H 0.35126 -23.33555 -14.00231
H -0.12244 -23.42597 -12.30308
H 0.31911 -21.85829 -12.99420
C -14.09479 -30.57726 -20.20468
O -12.89472 -31.03276 -19.56877
C -12.70873 -32.44297 -19.50699
C -11.21825 -32.70850 -19.41847
N -10.59395 -31.69136 -18.56576
C -9.12232 -31.71188 -18.59808
C -8.60670 -31.03754 -19.85495
O -9.20697 -29.71823 -19.92138
C -8.39570 -28.81465 -20.68347
H -14.16824 -29.51454 -19.99624
H -14.98345 -31.10366 -19.85291
H -14.02928 -30.70868 -21.29053
H -13.05738 -32.90713 -20.44252
H -13.33529 -32.90884 -18.73934
H -10.84316 -32.60783 -20.43811
H -11.01832 -33.72204 -19.06411
H -10.84210 -31.89272 -17.58407
H -8.64679 -32.70173 -18.54918
H -8.74156 -31.14283 -17.74743
H -8.96306 -31.61586 -20.72005
H -7.52060 -31.01134 -19.84014
H -8.95345 -27.89032 -20.81493
H -8.11627 -29.23906 -21.64815
H -7.49119 -28.54957 -20.12884
C -13.56486 -23.82884 -15.02889
O -12.31113 -23.52256 -15.52174
C -11.78161 -24.57806 -16.29227
C -10.33673 -24.31528 -16.59689
N -10.21006 -23.07412 -17.34796
C -8.83093 -22.74278 -17.63287
C -8.14717 -21.89170 -16.55445
O -8.55903 -20.55184 -16.74717
C -7.92618 -19.68976 -15.84313
H -13.56673 -24.80938 -14.54734
H -14.30380 -23.76961 -15.83707
H -13.82266 -23.05803 -14.30651
H -12.35437 -24.69372 -17.23151
H -11.85800 -25.53474 -15.73898
H -10.01759 -25.18190 -17.18512
H -9.76237 -24.23727 -15.66316
H -10.62742 -22.35056 -16.76758
H -8.77258 -22.15690 -18.55362
H -8.23645 -23.65028 -17.77245
H -7.05443 -21.95254 -16.64733
H -8.42505 -22.21647 -15.53857
H -8.29712 -19.89916 -14.83268
H -8.16274 -18.67790 -16.14991
H -6.84034 -19.83800 -15.87115
C -11.15640 -32.85184 -15.05844
O -11.82859 -32.02732 -16.01607
C -12.52571 -30.97087 -15.41993
C -13.13250 -30.07039 -16.49598
N -12.21144 -29.19993 -17.22686
C -13.02037 -27.99138 -17.58703
C -12.37105 -27.10264 -18.62796
O -11.88752 -27.94657 -19.72492
C -11.56868 -27.14432 -20.86008
H -10.48099 -33.50292 -15.60966
H -11.87658 -33.46737 -14.50273
H -10.59273 -32.26941 -14.32420
H -11.92824 -30.31574 -14.77130
H -13.31580 -31.41303 -14.80097
H -13.89272 -29.49598 -15.95482
H -13.72230 -30.71366 -17.15619
H -11.58918 -28.89109 -16.47996
H -13.22108 -27.39494 -16.69093
H -13.98234 -28.34476 -17.96748
H -11.48780 -26.60545 -18.21745
H -13.09979 -26.36807 -18.96688
H -12.45225 -26.73696 -21.35693
H -11.01383 -27.73971 -21.58554
H -10.92722 -26.29789 -20.58929
C -12.04466 -27.37411 -11.71527
C -12.02141 -27.89606 -13.13862
O -13.28574 -27.92490 -13.73338
O -12.81554 -28.25883 -10.94584
H -12.47081 -26.36065 -11.73449
H -11.02223 -27.32957 -11.32759
H -11.54777 -28.89380 -13.11073
H -11.35055 -27.27260 -13.72793
H -13.98264 -28.25946 -13.15892
H -12.62395 -28.11296 -10.01618
C -5.64039 -30.30401 -13.93081
C -6.21325 -31.64485 -14.30401
O -6.48401 -31.73394 -15.71038
O -4.44225 -30.15736 -14.65920
H -5.52827 -30.26824 -12.83781
H -6.37816 -29.51893 -14.16604
H -7.14581 -31.82784 -13.74718
H -5.50251 -32.42638 -14.03105
H -7.13274 -31.04487 -15.89017
H -3.90194 -29.47560 -14.24119
C -5.33482 -29.28150 -18.17585
C -5.40439 -27.79599 -17.95061
O -4.18849 -27.22676 -18.43570
O -4.26455 -29.82284 -17.44570
H -5.14340 -29.48745 -19.23198
H -6.29905 -29.75917 -17.92825
H -5.55055 -27.54051 -16.89307
H -6.23200 -27.31770 -18.48727
H -3.44821 -27.74334 -18.09206
H -4.44764 -30.00904 -16.50016

***

No. 3
9
Properties=species:S:1:pos:R:3 method="wB97M-V/def2-TZVPD" total_energy_ev=-8741.2799
O -0.51147 -1.26999 0.16089
C -1.51319 -0.38970 -0.06973
O -1.37741 0.79376 -0.24412
C 1.01341 0.73742 -0.02646
C 0.74724 -0.62770 0.16101
N 1.92813 -0.96144 0.31082
H -2.49476 -0.88003 -0.08291
H 1.18308 1.15870 -1.01626
H 1.02497 1.43898 0.80674

***

No. 4
19
Properties=species:S:1:pos:R:3 method="wB97M-V/def2-TZVPD" total_energy_ev=-7449.7339 smiles="C=CC(=C)CCC"
C 0.17010 0.78170 -2.14959
C -0.13346 1.54056 -0.87703
C -1.04109 0.87523 0.17448
C -0.40806 -0.41594 0.73427
C -1.19134 -1.33201 1.30866
C 1.71331 -1.49252 1.65504
C 1.10983 -0.76492 0.65357
H 1.12342 0.16390 -2.15663
H -0.61971 0.09724 -2.58104
H 0.33843 1.53477 -3.01459
H -0.81010 2.39628 -1.16712
H 0.85008 1.90344 -0.36946
H -1.33376 1.56901 1.00469
H -1.92524 0.64605 -0.35320
H -2.04704 -1.69391 0.76158
H -1.11384 -1.80491 2.35046
H 1.01109 -2.05258 2.30512
H 2.74032 -1.82529 1.77187
H 1.56707 -0.12609 -0.05108